# 1
Below is a 6-piece molecular cluster, C35H77N7O9 overall at a distorted geometry, with properties calculated with ωB97M-V with the def2-TZVPD basis set.

Computed properties:
Net charge: 0
LUMO level: 0.5 eV
HOMO: -8.5 eV
Structure (SMILES): COCCCCCCCCCCCC[N@@+](N)(CCCCCOC)C(=O)[O-].CN(C)C=O.CN(C)C=O.CN(C)C=O.CN(C)C=O.CN(C)C=O

```
128
C35H77N7O9 ωB97M-V with the def2-TZVPD basis set
N 2.30 4.33 1.66
C 6.72 -1.66 2.32
H 6.63 -3.13 -7.07
H 3.76 4.90 3.15
C 1.40 3.18 1.18
H -3.54 6.08 6.24
N -12.34 2.03 -2.27
H 4.63 -0.03 -7.53
H -2.62 4.16 5.15
C 5.58 -0.07 -8.08
H 2.01 6.47 1.85
H 8.21 -1.66 -6.58
C 2.18 -5.18 -7.17
H -4.93 3.63 6.09
H 5.58 -7.00 -1.86
N 2.84 -5.05 -5.89
C -9.21 3.40 3.69
H -9.20 2.34 4.23
C -5.39 4.68 6.39
H -10.00 4.05 4.27
H 2.45 0.61 3.59
H 4.28 -5.78 -1.81
H 6.02 0.56 2.96
O 4.32 -12.54 -3.46
H 3.70 1.61 1.01
H -12.37 2.36 -4.33
C 1.44 5.46 2.15
H -12.55 3.50 -0.82
C 5.35 -5.94 -1.98
C 3.93 0.86 1.87
H 4.23 0.88 4.16
H 3.71 3.10 4.66
C -4.16 5.48 4.08
H -10.70 1.31 3.00
N 6.10 -5.13 -1.04
H 3.29 -9.96 -3.44
O 7.63 -5.06 0.68
H 3.67 -9.87 -0.23
H 3.37 -0.16 1.57
H 2.93 -7.10 -5.60
H 7.03 -6.78 -0.20
H -3.20 3.38 3.48
C 3.20 -6.14 -5.13
H 6.69 -2.83 2.10
H -7.43 3.66 6.37
C -7.69 4.07 3.68
C 4.44 -12.14 -2.31
C 5.55 0.44 1.90
H -7.55 5.39 7.12
C -13.00 1.90 -3.56
H 7.56 -0.06 -6.15
O 3.76 -6.09 -4.04
H -1.73 6.28 3.16
H 5.20 -3.41 -1.84
H -13.16 0.84 -3.81
H -1.46 4.66 2.23
H -10.96 3.45 -1.63
C -0.27 4.78 4.22
H 4.69 -11.29 0.12
O -11.42 0.99 -0.43
H 3.56 4.14 0.07
H -8.69 5.65 4.97
H 5.56 -3.37 -0.09
H -0.09 3.61 4.31
O 0.41 2.64 1.93
H 5.06 -9.86 -3.65
C 4.56 -10.42 -0.53
H -10.76 1.64 1.14
H -0.52 5.13 5.33
C -11.98 0.94 -1.51
H 1.21 -4.67 -7.13
H 4.22 -3.63 -5.24
N 2.90 4.83 0.47
C 6.97 -5.68 -0.13
O -9.77 3.23 2.32
H -5.14 6.91 5.56
H -7.46 4.46 2.58
H 4.58 -12.83 -1.46
H -7.01 6.24 4.36
C 7.70 -0.78 -6.97
H 8.31 -0.33 -7.75
H -12.38 4.12 -2.49
H -3.89 6.48 3.50
H 0.46 5.47 1.46
H 2.15 5.11 -0.20
H -6.95 3.22 4.01
C -7.56 5.30 4.80
H 5.38 -0.30 -9.13
C 3.44 3.91 2.55
H 5.61 -5.64 -3.00
C 5.92 -3.69 -1.07
O 4.84 -2.77 -7.96
H 1.95 2.87 4.02
C 3.43 1.25 3.36
H 1.95 5.22 4.47
O 5.70 -1.00 1.49
H 2.02 -6.23 -7.42
H -9.07 1.24 1.90
H 6.88 -3.22 -1.27
H 2.80 -2.96 -6.10
C 3.09 2.79 3.68
N 4.42 -10.82 -1.92
C -10.09 1.80 2.11
H -13.96 2.41 -3.51
C -4.56 5.88 5.65
H 4.25 -8.80 -2.47
C -1.60 5.12 3.32
H -5.15 4.79 7.56
N 6.40 -1.12 -7.51
H 5.44 -9.77 -0.44
C 3.14 -3.72 -5.39
O 1.50 2.58 -0.19
H 6.13 1.08 1.11
C 5.93 -2.41 -7.52
H 4.42 3.59 1.98
H 0.91 6.70 3.97
H -12.25 -0.02 -1.98
C 4.24 -9.79 -2.93
H 2.81 -4.72 -7.94
H 6.09 0.90 -8.00
H 2.63 -3.58 -4.43
H -5.05 4.96 3.51
C -12.04 3.36 -1.78
H 6.51 -1.58 3.49
C -7.02 4.78 6.25
C 1.11 5.55 3.73
H 7.83 -1.33 2.07
C -2.89 4.40 4.01
```


# 2
Below is an isolated ion of composition C4H11N3PS and charge +1 at a distorted geometry, with properties calculated with ωB97M-V with the def2-TZVPD basis set.

Computed properties:
Net charge: +1
LUMO level: -4.2 eV
HOMO: -13.0 eV
Structure (SMILES): CSP1CN(C)N=[N+]1C

```
20
C4H11N3PS ωB97M-V with the def2-TZVPD basis set
P -0.68 -0.22 -1.08
H 3.37 0.09 1.18
H 1.38 -1.89 -1.35
C 2.93 -0.81 0.74
H 3.63 -1.40 0.04
C 0.78 -1.32 -0.52
H -4.11 -0.72 0.53
N 1.39 0.83 0.12
H -0.78 3.07 -0.29
N 0.28 1.13 -0.46
H 0.98 2.91 -0.25
S -1.72 -0.82 0.77
H 2.74 -1.52 1.48
N 1.65 -0.38 0.15
H -3.35 0.34 -0.62
C 0.10 2.55 -0.76
H -3.54 0.75 1.24
C -3.28 0.03 0.45
H 0.24 2.70 -1.84
H 0.32 -2.08 0.23
```


# 3
Below is a single C4H7NO2 molecule, with properties calculated with ωB97M-V with the def2-TZVPD basis set.

Computed properties:
Net charge: 0
LUMO level (spin up / spin down): 0.3 / 0.3 eV
HOMO (spin up / spin down): -8.5 / -8.5 eV

```
14
C4H7NO2 ωB97M-V with the def2-TZVPD basis set
O 0.87 1.03 0.45
O -1.53 1.44 1.04
H -1.77 0.10 -1.23
C -1.11 0.08 -0.37
N 2.42 -0.21 -0.51
H -2.19 -1.27 0.85
H 2.74 -0.85 -1.21
H -0.89 -2.02 -0.09
C 1.14 0.15 -0.48
H 3.11 0.16 0.15
C -1.17 -1.13 0.50
H -0.50 2.19 -0.58
C -0.62 1.36 0.13
H -0.51 -1.04 1.36
```


# 4
Below is a 3-piece molecular cluster, C8H23NO5 overall at a distorted geometry, with properties calculated with ωB97M-V with the def2-TZVPD basis set.

Computed properties:
Net charge: 0
LUMO level: 0.6 eV
HOMO: -9.7 eV
Structure (SMILES): COC[C@H](C)N.OCCO.OCCO

```
37
C8H23NO5 ωB97M-V with the def2-TZVPD basis set
C -2.25 3.42 2.66
H -4.44 -1.70 -1.21
O -5.18 -2.15 -0.80
H -6.28 -3.07 -3.33
H -2.16 2.74 1.81
O 5.80 -0.26 -0.87
C 3.57 -0.04 0.38
H 5.52 0.29 1.13
H -4.03 -2.42 -4.31
H 7.39 -1.80 -0.59
H -6.31 -3.75 -1.03
O -4.13 -2.52 -3.36
H -3.88 4.93 1.69
H 4.32 1.52 -0.35
H -1.92 2.80 3.49
O -1.41 4.56 2.58
C 2.66 -1.19 -0.30
H 3.26 0.76 -1.32
H 7.72 -0.08 -0.06
H 5.11 -1.42 0.78
C 5.06 -0.39 0.41
C -5.28 -3.35 -3.01
H 3.30 0.08 1.43
C -3.74 3.74 2.99
H -5.02 -4.35 -3.35
H 1.58 -1.11 -0.18
H 2.83 -2.19 0.11
C 7.21 -0.74 -0.76
H -4.27 2.86 3.37
H 7.66 -0.50 -1.72
O -4.50 4.22 1.89
H 2.76 -1.21 -1.39
H -0.53 4.28 2.33
C -5.34 -3.44 -1.41
H -3.78 4.51 3.76
N 3.37 1.19 -0.42
H -4.66 -4.21 -1.04
```


# 5
Below is C29H38N4O2P2V as an isolated structure at a distorted geometry, with properties calculated with ωB97M-V with the def2-TZVPD basis set.

Computed properties:
Net charge: +2
LUMO level (spin up / spin down): -5.2 / -5.8 eV
HOMO (spin up / spin down): -11.4 / -12.7 eV
Multiplicity: 2

```
76
C29H38N4O2P2V ωB97M-V with the def2-TZVPD basis set
H 5.23 -2.89 0.55
N -2.99 -2.12 -1.46
H 5.35 1.73 -4.77
C -4.14 -2.10 -2.28
C -0.99 2.43 -7.89
H 0.57 0.26 -8.25
N 3.00 0.85 -2.63
C -2.18 0.27 -6.92
C -4.47 -3.59 -0.59
C 4.45 -2.64 -0.15
C -2.01 1.50 -1.89
H -0.70 1.92 -8.83
H 1.23 0.08 0.43
H -3.05 2.21 -7.25
C 0.24 -0.28 -7.35
C -2.08 1.70 -7.16
H 1.30 -0.07 -5.47
P -1.60 -1.26 -1.66
C -2.46 2.40 -2.84
O -2.01 0.46 0.94
N -2.03 0.20 -2.41
H 1.35 2.31 -5.26
C 0.60 1.92 -5.94
H 2.02 1.54 -0.21
C -2.83 1.68 -4.03
H 2.19 2.73 -1.95
C -0.32 -1.86 -2.75
H 4.02 -4.60 -1.17
C -1.19 -1.47 2.14
C -1.23 -0.73 -7.48
H -3.64 1.95 -4.73
C 3.82 -3.54 -1.06
C 0.27 2.81 -7.09
H 4.08 -0.45 0.16
H 1.12 2.85 -7.79
P 1.94 -0.21 -1.83
H 1.39 -1.19 -3.90
C 3.87 2.76 -3.43
H -1.81 1.63 -0.84
H -0.15 -1.83 2.12
C 0.55 0.44 -6.07
C 3.88 -1.39 -0.33
H 0.86 -1.20 -7.37
H -4.93 -4.33 0.04
C 1.33 0.72 -0.46
C -3.20 -3.09 -0.44
C -5.06 -2.97 -1.75
H -6.05 -3.20 -2.13
N 2.89 -1.50 -1.32
H -1.42 -0.94 -8.55
H 0.10 -2.79 -2.34
C 0.79 -0.81 -3.06
H -0.80 -2.12 -3.71
H -1.36 -0.91 3.06
O -0.97 -1.22 -0.22
C 4.55 1.66 -4.05
C -2.36 0.30 -3.83
H -1.87 -2.34 2.11
C 2.88 -2.82 -1.78
H 4.07 3.81 -3.59
V -1.17 1.22 -5.47
H -2.88 -0.56 -4.24
C -1.48 -0.62 0.98
H -2.63 3.46 -2.66
C 3.99 0.50 -3.56
H -4.18 -1.48 -3.17
H -1.36 -1.71 -7.00
H 0.34 1.15 -0.68
H 0.18 3.85 -6.73
H 2.21 -3.12 -2.57
H 0.31 0.12 -3.40
H 4.20 -0.54 -3.77
C 2.91 2.24 -2.59
H -2.40 -3.34 0.24
H -3.20 -0.12 -6.80
H -1.43 3.38 -8.24
```


# 6
Below is C41H37N6O2RhSSe as an isolated structure, with properties calculated with ωB97M-V with the def2-TZVPD basis set.

Computed properties:
Net charge: 0
LUMO level (spin up / spin down): 0.3 / -1.2 eV
HOMO (spin up / spin down): -5.9 / -8.1 eV
Multiplicity: 5

```
89
C41H37N6O2RhSSe ωB97M-V with the def2-TZVPD basis set
C -3.24 -1.17 4.61
H -3.08 -2.60 6.20
N 3.93 -1.93 -1.11
C 0.61 2.44 -0.49
H 2.06 5.11 1.02
H 2.54 -3.38 -1.64
H 5.79 0.58 -0.20
S 0.10 -2.67 -3.42
H 3.07 -0.01 2.21
C -2.41 -2.50 1.03
C -1.57 -1.83 0.16
N -0.69 0.65 -1.58
C -0.90 0.14 -4.58
H 5.84 -1.51 -2.00
C 0.08 1.96 -1.71
H 2.34 1.19 -1.76
C 2.53 -1.67 -4.38
C 1.44 -1.56 -3.53
C 3.46 0.59 1.38
N 0.13 -0.55 -1.86
C -3.33 0.48 2.72
H 1.38 -2.32 4.96
Rh -0.46 -0.16 0.48
C 0.17 1.26 2.94
N 0.44 1.69 0.62
C -1.96 0.71 -2.30
H -5.19 1.48 -1.65
H -2.26 -3.75 -2.61
H -2.46 -2.20 2.07
H 1.41 3.74 3.06
H -4.37 0.56 3.03
C -2.07 0.35 -3.64
C -3.35 0.27 -4.20
C -2.57 -0.43 3.64
H 4.21 -3.96 -1.55
C -2.29 -3.41 -1.58
C 5.10 -1.23 -1.27
C 3.54 -0.73 -4.28
C 3.19 -1.36 -0.13
H -5.46 0.54 -3.92
H 0.02 0.57 -4.18
H 4.40 -0.79 -4.95
C 1.27 3.70 -0.35
H -1.12 0.67 -5.50
H -3.31 0.10 1.69
H 4.32 1.17 1.71
H -3.95 2.09 0.15
C -3.13 -4.04 -0.68
H -3.73 -4.88 -1.00
H 2.58 -2.48 -5.09
C 5.08 -0.21 -0.39
C 3.57 -3.13 -1.85
H -3.82 -4.09 1.35
H 4.27 1.00 -3.25
C -2.55 -2.03 5.45
Se 1.57 -2.00 0.53
C -2.96 1.93 -0.29
H -2.50 2.91 -0.45
C -1.19 -0.58 3.50
C -4.47 0.62 -3.48
C -1.17 -2.14 5.33
C 1.32 -0.50 -2.63
N -0.54 0.17 2.47
N 3.89 -0.30 0.31
C -3.18 -3.59 0.63
H 1.42 -1.62 3.35
H -2.35 1.43 0.47
C 1.03 -1.49 4.35
C -1.50 -2.32 -1.18
H -0.62 -2.79 6.00
O 0.34 1.55 4.11
H -4.31 -1.06 4.70
O 0.14 2.50 -2.81
C -3.07 1.20 -1.59
H 1.46 4.28 -1.24
H -3.44 -0.03 -5.23
C 1.24 3.39 2.05
H 3.69 -2.93 -2.92
C 3.47 0.29 -3.34
C -0.47 -1.41 4.38
C 0.67 2.16 1.84
C -0.58 -1.75 -2.10
H -0.75 -0.91 -4.82
H 2.68 1.26 1.02
H -2.90 1.48 2.70
H 1.46 -0.56 4.76
C 2.37 0.40 -2.50
C -4.32 1.12 -2.19
C 1.58 4.15 0.90
```


# 7
Below is a 2-piece molecular cluster, C3H9NS overall at a distorted geometry, with properties calculated with ωB97M-V with the def2-TZVPD basis set.

Computed properties:
Net charge: 0
LUMO level: 1.1 eV
HOMO: -9.0 eV
Structure (SMILES): C=N.CCS

```
14
C3H9NS ωB97M-V with the def2-TZVPD basis set
H -3.15 1.92 2.27
H -1.02 3.51 2.00
H -2.30 0.98 3.52
H -1.36 0.97 0.62
C 3.05 -2.35 -4.19
H 2.46 -1.82 -4.94
H -0.74 0.06 1.98
H 3.66 -2.40 -2.44
H -2.38 -0.33 1.41
N 2.80 -2.19 -2.96
C -1.65 0.47 1.54
S -1.02 2.75 3.11
H 3.87 -3.01 -4.47
C -2.20 1.46 2.55
```


# 8
Below is a 2-piece molecular cluster, C5H14 overall at a distorted geometry, with properties calculated with ωB97M-V with the def2-TZVPD basis set.

Computed properties:
Net charge: 0
LUMO level: 1.1 eV
HOMO: -10.9 eV
Structure (SMILES): CCC.CC

```
19
C5H14 ωB97M-V with the def2-TZVPD basis set
H 2.37 -1.65 -0.72
C 1.49 -1.24 -1.22
H 1.69 -0.22 -3.11
H -0.07 1.78 1.90
H -1.77 1.60 2.19
H -2.27 -0.77 1.91
H 1.06 -2.08 -1.78
H -1.02 -1.69 1.02
C 1.52 0.03 -2.06
H 2.41 0.64 -1.88
C -1.04 1.74 1.39
H -1.72 0.27 -0.27
H -1.20 2.57 0.72
H -0.06 0.32 -0.05
H 0.60 0.60 -2.03
H -0.58 -0.52 2.33
H 0.83 -1.08 -0.37
C -0.97 0.44 0.54
C -1.26 -0.74 1.51
```


| no. | total energy (hartree) |
| --- | --- |
| 1 | -2439.70724 |
| 2 | -1062.51447 |
| 3 | -361.70209 |
| 4 | -749.43632 |
| 5 | -3123.34592 |
| 6 | -4973.67257 |
| 7 | -572.58765 |
| 8 | -198.86068 |